Record 1
{
  "formula": "C52H37EuN5O7S2",
  "method": "ωB97M-V with the def2-TZVPD basis set",
  "species": ["Eu", "C", "C", "C", "C", "C", "C", "C", "C", "C", "C", "C", "C", "C", "C", "C", "C", "C", "C", "C", "N", "C", "C", "C", "C", "C", "C", "C", "C", "C", "C", "C", "C", "N", "C", "C", "C", "C", "C", "N", "C", "C", "C", "C", "C", "C", "C", "C", "N", "H", "H", "H", "H", "H", "H", "H", "H", "H", "H", "H", "H", "H", "H", "H", "H", "H", "H", "H", "H", "H", "H", "H", "H", "H", "H", "H", "H", "O", "S", "O", "O", "C", "C", "C", "C", "C", "C", "S", "O", "O", "O", "H", "H", "H", "H", "C", "C", "N", "O", "H", "H", "H", "H", "H"],
  "positions_angstrom": [[-0.01, -0.13, -0.65], [7.48, 2.72, -2.09], [6.56, 2.10, -2.97], [5.33, 1.66, -2.50], [4.96, 1.77, -1.17], [5.88, 2.35, -0.30], [7.11, 2.84, -0.75], [3.55, 1.34, -0.71], [2.48, 2.17, -1.15], [2.57, 3.21, -2.12], [1.36, 3.89, -2.15], [0.52, 3.27, -1.14], [-0.72, 3.78, -0.66], [-1.01, 5.28, -0.92], [-1.91, 5.78, -1.87], [-2.19, 7.13, -1.98], [-1.52, 8.09, -1.20], [-0.56, 7.62, -0.30], [-0.32, 6.24, -0.17], [-1.59, 3.12, 0.24], [-1.42, 1.82, 0.68], [-2.40, 1.57, 1.65], [-2.60, 0.41, 2.40], [-4.01, 0.21, 3.06], [-4.41, 0.63, 4.32], [-5.74, 0.45, 4.79], [-6.69, -0.16, 3.99], [-6.31, -0.59, 2.72], [-5.02, -0.36, 2.26], [-1.67, -0.66, 2.43], [-1.97, -2.01, 2.88], [-0.80, -2.71, 2.82], [0.24, -1.83, 2.34], [-0.33, -0.58, 2.05], [1.57, -2.25, 2.06], [2.49, -1.48, 1.28], [3.92, -1.70, 1.21], [4.49, -0.67, 0.50], [3.40, 0.19, 0.08], [2.20, -0.32, 0.55], [2.01, -3.66, 2.48], [1.72, -4.24, 3.71], [2.11, -5.55, 4.02], [2.83, -6.33, 3.10], [3.10, -5.77, 1.87], [2.71, -4.47, 1.55], [-3.26, 2.73, 1.71], [-2.74, 3.71, 0.89], [1.18, 2.16, -0.63], [8.46, 3.11, -2.43], [6.85, 1.94, -4.01], [4.63, 1.21, -3.21], [5.66, 2.44, 0.78], [7.79, 3.32, 0.01], [3.45, 3.47, -2.72], [1.09, 4.77, -2.73], [-2.44, 5.03, -2.50], [-2.94, 7.44, -2.69], [-1.63, 9.19, -1.29], [0.00, 8.32, 0.33], [0.48, 5.93, 0.48], [-3.70, 1.11, 4.99], [-5.96, 0.82, 5.79], [-7.71, -0.35, 4.33], [-7.03, -1.10, 2.06], [-4.76, -0.61, 1.23], [-2.94, -2.36, 3.22], [-0.65, -3.74, 3.11], [4.45, -2.53, 1.66], [5.51, -0.58, 0.23], [1.08, -3.72, 4.43], [1.94, -5.93, 5.03], [3.17, -7.33, 3.36], [3.68, -6.31, 1.10], [2.95, -4.09, 0.55], [-4.14, 2.82, 2.33], [-3.05, 4.73, 0.76], [-2.98, -0.47, -0.55], [-2.98, -1.03, -1.90], [-4.15, -0.83, -2.73], [-1.69, -0.66, -2.50], [-3.02, -2.82, -1.55], [-4.38, -3.22, -1.36], [-4.73, -4.41, -0.71], [-3.73, -5.35, -0.46], [-2.43, -5.09, -0.82], [-2.00, -3.82, -1.34], [-0.20, -3.77, -1.63], [0.19, -3.47, -2.99], [0.28, -4.98, -1.00], [0.12, -2.67, -0.67], [-5.18, -2.55, -1.72], [-5.81, -4.59, -0.46], [-3.99, -6.31, 0.04], [-1.64, -5.85, -0.68], [0.58, -0.19, -4.85], [1.39, -0.83, -3.79], [2.33, -1.71, -4.25], [1.33, -0.51, -2.59], [0.98, -0.38, -5.83], [0.55, 0.89, -4.64], [-0.44, -0.60, -4.80], [2.10, -2.21, -5.12], [2.67, -2.33, -3.51]],
  "spin_multiplicity": 8,
  "orbital_gap_ha": [0.1574, 0.1969],
  "total_charge": -2,
  "e_homo_ev": [-0.366, -1.443]
}

***

Record 2
{
  "formula": "C18H24N3O6S",
  "method": "ωB97M-V with the def2-TZVPD basis set",
  "species": ["O", "S", "O", "C", "N", "C", "N", "C", "C", "C", "O", "N", "C", "C", "C", "C", "C", "C", "C", "C", "C", "H", "H", "H", "H", "H", "H", "H", "H", "H", "H", "H", "H", "H", "H", "H", "H", "H", "H", "C", "C", "C", "O", "C", "O", "O", "H", "H", "H", "H", "H", "H"],
  "positions_angstrom": [[0.92, 3.18, 3.91], [-0.12, 2.62, 3.04], [-1.24, 2.11, 3.82], [-0.70, 3.95, 1.87], [0.10, 3.80, 0.64], [1.50, 3.75, 0.74], [1.85, 3.58, -0.56], [3.30, 3.44, -0.82], [3.35, 2.98, -2.42], [4.60, 1.96, -2.78], [3.05, 1.59, -2.65], [0.88, 3.52, -1.47], [-0.25, 3.66, -0.70], [-1.72, 3.63, -1.20], [-2.05, 2.30, -1.99], [-1.53, 1.02, -1.24], [-0.13, 0.56, -1.35], [0.38, -0.60, -0.63], [-0.48, -1.42, 0.23], [-1.90, -0.97, 0.35], [-2.40, 0.20, -0.38], [0.46, 1.56, 2.36], [-1.80, 3.93, 1.72], [-0.35, 4.91, 2.36], [2.17, 3.82, 1.62], [3.89, 4.38, -0.76], [3.73, 2.57, -0.26], [3.06, 3.76, -3.20], [5.08, 2.30, -1.77], [4.76, 0.88, -2.51], [-1.92, 4.55, -1.81], [-2.36, 3.64, -0.27], [-3.14, 2.17, -2.19], [-1.53, 2.36, -2.99], [0.56, 1.16, -1.98], [1.45, -0.91, -0.74], [-0.09, -2.31, 0.78], [-2.57, -1.56, 1.02], [-3.47, 0.49, -0.27], [-1.22, -8.01, 0.69], [-1.23, -6.51, 0.48], [-0.24, -5.77, 1.33], [-0.84, -4.48, 1.43], [-2.18, -4.67, 1.32], [-2.98, -3.83, 1.56], [-2.47, -5.92, 0.89], [-1.58, -8.52, -0.21], [-0.22, -8.38, 0.90], [-1.89, -8.30, 1.51], [-1.09, -6.28, -0.58], [0.74, -5.70, 0.85], [-0.12, -6.18, 2.33]],
  "orbital_gap_ha": 0.2790,
  "total_charge": 1,
  "e_homo_ev": -11.585
}

***

Record 3
{
  "formula": "C4H10N2O2",
  "method": "ωB97M-V with the def2-TZVPD basis set",
  "species": ["C", "C", "C", "C", "N", "O", "O", "N", "H", "H", "H", "H", "H", "H", "H", "H", "H", "H"],
  "positions_angstrom": [[0.36, 0.86, 0.51], [-0.39, -0.43, 0.42], [-2.58, -0.85, -0.94], [1.85, 0.26, 0.66], [2.45, 0.20, -0.55], [-1.76, 0.14, -0.35], [0.16, 1.61, -0.61], [2.43, -0.04, 1.74], [-0.96, 1.20, -0.89], [0.13, 1.39, 1.45], [2.06, 0.82, -1.25], [3.46, 0.12, -0.54], [1.85, 0.06, 2.57], [-0.63, -0.91, 1.37], [-0.02, -1.10, -0.35], [-3.02, -1.49, -0.17], [-3.40, -0.35, -1.45], [-2.00, -1.49, -1.63]],
  "e_above_lowest_kj_mol": 351.1,
  "orbital_gap_ha": 0.3668,
  "e_homo_ev": -9.209
}

***

Record 4
{
  "formula": "C11H14NS2Se2Tc",
  "method": "ωB97M-V with the def2-TZVPD basis set",
  "species": ["Tc", "S", "C", "N", "C", "C", "C", "C", "C", "C", "S", "H", "H", "H", "H", "C", "Se", "C", "C", "Se", "C", "H", "H", "H", "H", "H", "H", "H", "H", "H", "H"],
  "positions_angstrom": [[-0.51, -0.36, -0.81], [-1.44, -2.22, 0.24], [-1.56, -1.10, 1.53], [-0.99, 0.10, 1.24], [-1.12, 0.98, 2.26], [-0.65, 2.33, 2.29], [-0.88, 3.06, 3.41], [-1.57, 2.49, 4.51], [-2.04, 1.15, 4.50], [-1.81, 0.41, 3.38], [-2.27, -1.25, 3.06], [-0.13, 2.74, 1.43], [-0.55, 4.09, 3.47], [-1.74, 3.09, 5.40], [-2.56, 0.75, 5.36], [-1.29, -0.23, -4.75], [-0.19, -0.36, -3.15], [1.70, -0.57, -3.66], [2.40, -1.28, -2.53], [1.95, -0.48, -0.78], [2.49, -1.94, 0.38], [-0.97, 0.66, -5.29], [-2.32, -0.14, -4.40], [-1.14, -1.14, -5.32], [2.09, 0.42, -3.87], [1.72, -1.17, -4.57], [3.48, -1.18, -2.62], [2.13, -2.33, -2.47], [3.58, -2.02, 0.28], [2.00, -2.86, 0.08], [2.24, -1.66, 1.40]],
  "spin_multiplicity": 4,
  "e_above_lowest_kj_mol": 2.7,
  "orbital_gap_ha": [0.2548, 0.2129],
  "total_charge": 3,
  "e_homo_ev": [-18.972, -19.263]
}

***

Record 5
{
  "formula": "C22H28N2O4S",
  "method": "ωB97M-V with the def2-TZVPD basis set",
  "species": ["C", "C", "C", "C", "C", "C", "C", "H", "H", "C", "N", "S", "O", "O", "C", "C", "C", "C", "C", "C", "H", "H", "C", "H", "H", "H", "H", "H", "C", "C", "O", "N", "H", "C", "H", "H", "C", "C", "H", "C", "H", "C", "H", "O", "H", "H", "H", "H", "H", "H", "H", "H", "H", "H", "H", "H", "H"],
  "positions_angstrom": [[-3.13, -1.66, 4.55], [-2.24, -1.76, 3.35], [-0.90, -1.42, 3.42], [-0.08, -1.51, 2.31], [-0.60, -1.95, 1.10], [-1.94, -2.31, 1.03], [-2.75, -2.21, 2.14], [-3.79, -2.49, 2.07], [-2.34, -2.65, 0.09], [0.25, -2.00, -0.14], [-0.29, -1.07, -1.13], [-0.21, 0.52, -0.61], [-0.26, 1.36, -1.79], [0.89, 0.74, 0.28], [-1.75, 0.72, 0.27], [-2.93, 0.41, -0.38], [-4.13, 0.54, 0.30], [-4.15, 0.99, 1.62], [-2.95, 1.31, 2.24], [-1.75, 1.18, 1.57], [-0.81, 1.42, 2.04], [-2.96, 1.67, 3.26], [-5.46, 1.13, 2.34], [-5.30, 1.30, 3.40], [-6.02, 1.97, 1.94], [-6.07, 0.23, 2.20], [-5.06, 0.30, -0.19], [-2.89, 0.06, -1.40], [0.08, -1.33, -2.51], [1.60, -1.27, -2.69], [2.29, -2.28, -2.74], [2.08, -0.02, -2.79], [1.44, 0.75, -2.64], [3.49, 0.28, -2.78], [4.03, -0.67, -2.89], [3.74, 0.93, -3.62], [3.91, 0.95, -1.46], [3.27, 2.34, -1.27], [2.43, 2.30, -0.58], [4.44, 3.19, -0.76], [4.35, 4.24, -1.02], [5.62, 2.51, -1.45], [6.57, 2.65, -0.94], [5.32, 1.13, -1.43], [5.71, 2.86, -2.49], [4.53, 3.09, 0.32], [2.92, 2.72, -2.23], [3.65, 0.28, -0.63], [-0.28, -2.32, -2.78], [-0.41, -0.56, -3.12], [0.24, -3.00, -0.58], [1.29, -1.74, 0.10], [0.95, -1.23, 2.37], [-0.49, -1.08, 4.36], [-2.72, -0.97, 5.28], [-4.13, -1.33, 4.27], [-3.22, -2.64, 5.03]],
  "smiles": "Cc1ccc(CN(CC(=O)NC[C@@H]2CCCO2)S(=O)(=O)c2ccc(C)cc2)cc1",
  "e_above_lowest_kj_mol": 73.6,
  "orbital_gap_ha": 0.3477,
  "e_homo_ev": -8.901
}

***

Record 6
{
  "formula": "CH13NO6",
  "method": "ωB97M-V with the def2-TZVPD basis set",
  "species": ["C", "N", "O", "H", "H", "H", "H", "H", "O", "H", "H", "O", "H", "H", "O", "H", "H", "O", "H", "H", "O"],
  "positions_angstrom": [[0.62, 0.91, -1.28], [0.78, -0.11, -2.14], [1.36, 1.14, -0.33], [-0.30, 1.53, -1.43], [-0.01, -0.44, -2.66], [1.62, -0.66, -2.05], [0.69, 2.59, 2.66], [0.27, 1.10, 2.16], [0.09, 1.84, 2.76], [-2.18, -1.27, -2.40], [-3.04, -1.48, -3.67], [-2.28, -1.00, -3.33], [1.74, 0.04, 0.84], [2.57, 0.15, 2.23], [1.82, -0.24, 1.77], [0.27, -1.00, 1.93], [-0.04, -1.88, 2.95], [-0.53, -1.49, 2.22], [-1.86, 0.14, 0.16], [-1.07, -1.20, 0.17], [-1.45, -0.52, -0.42]],
  "smiles": "NC=O.O.O.O.O.O",
  "e_above_lowest_kj_mol": 85.0,
  "orbital_gap_ha": 0.4134,
  "e_homo_ev": -10.649
}